# 1
# C5H13NO

A 3-piece molecular cluster, C5H13NO overall (ωB97M-V with the def2-TZVPD basis set, the Open Molecules 2025 dataset).

The geometry in XYZ format:
```
20
C5H13NO, DFT ωB97M-V with the def2-TZVPD basis set
C -0.8421 -0.0494 2.1859
C 2.0723 -0.5591 -0.5177
C 0.6541 -0.9537 -0.7608
C 0.0954 -2.0992 -0.3876
O 0.1100 0.6660 1.4525
H -1.3509 -0.8134 1.5799
H -0.3188 -0.5605 3.0009
H -1.6276 0.5926 2.6033
H 2.6632 -0.6926 -1.4277
H 2.5026 -1.1505 0.2897
H 2.1253 0.4911 -0.2347
H -0.9163 -2.3577 -0.6608
H 0.5995 -2.7738 0.2841
C -1.2674 1.5055 -1.5228
N -0.7990 2.1889 -0.5544
H -0.2496 3.0043 -0.8171
H -0.3395 1.3432 0.7485
H -1.9042 0.6657 -1.2665
H -1.3078 1.8339 -2.5571
H 0.1008 -0.2814 -1.4378
```

Properties
energy relative to the best compared isomer or geometry (same formula, charge and spin) = 289.1 kJ/mol
structure (SMILES) = C=CC.C=N.CO
orbital gap = 9.5 eV
HOMO energy = -8.9 eV
calculated total energy = -8931.015 eV
2S+1 = 1

---

# 2
# C5H13NO

A 2-piece molecular cluster, C5H13NO overall (ωB97M-V with the def2-TZVPD basis set, the Open Molecules 2025 dataset).

The geometry in XYZ format:
```
20
C5H13NO, DFT ωB97M-V with the def2-TZVPD basis set
C 1.4099 1.2973 -0.5685
C 0.4336 0.1045 -0.4501
C 0.8998 -1.0106 0.3344
C 2.0799 -1.1563 0.8988
C -0.9585 -2.3659 -0.4822
N -0.1452 -1.9632 0.7814
H 2.4883 1.0580 -0.4404
H 1.4682 1.7808 -1.5320
H 0.7985 2.0114 0.0490
H 0.1459 -0.3206 -1.4616
H -0.4957 0.4234 -0.0935
H 2.2441 -2.1520 1.3949
H 2.7717 -0.3701 0.9472
H -1.6582 -3.1414 -0.1370
H -0.3427 -2.8191 -1.1984
H -1.4364 -1.5643 -0.9755
H -0.7255 -1.5053 1.4845
H -2.9581 3.5249 -0.2406
H -2.8050 4.5078 0.8903
O -3.2146 3.6608 0.7994
```

Properties
energy relative to the best compared isomer or geometry (same formula, charge and spin) = 297.4 kJ/mol
structure (SMILES) = C=C(CC)NC.O
orbital gap = 9.5 eV
HOMO energy = -9.0 eV
calculated total energy = -8930.928 eV
2S+1 = 1

---

# 3
# C5H13NO

One molecule with the formula C5H13NO (ωB97M-V with the def2-TZVPD basis set, the Open Molecules 2025 dataset).

The geometry in XYZ format:
```
20
C5H13NO, DFT ωB97M-V with the def2-TZVPD basis set
C 0.1282 0.3381 0.2460
C 0.2667 -0.0327 -1.1702
C -1.1124 1.1189 0.6344
C 1.4718 1.4859 0.0788
C 0.5128 -0.7381 1.2440
N -1.1212 -2.2002 -0.8991
O -1.1311 -0.8816 -1.4738
H -2.1122 -2.3726 -0.7141
H -0.8782 -2.8191 -1.6717
H 1.0693 -0.7329 -1.3992
H 0.1332 0.7714 -1.8916
H 0.5320 -0.3457 2.2646
H -0.9512 1.6601 1.5718
H -1.9516 0.4323 0.7740
H -1.3937 1.8368 -0.1400
H 1.8926 1.4774 1.0861
H 1.0804 2.4800 -0.1424
H 2.2797 1.2410 -0.6125
H 1.4960 -1.1600 1.0177
H -0.2112 -1.5590 1.1970
```

Properties
energy relative to the best compared isomer or geometry (same formula, charge and spin) = 349.8 kJ/mol
structure (SMILES) = CC(C)(C)CON
orbital gap = 9.4 eV
HOMO energy = -8.5 eV
calculated total energy = -8930.386 eV
2S+1 = 1

---

# 4
# C5H13NO

A 2-piece molecular cluster, C5H13NO overall (ωB97M-V with the def2-TZVPD basis set, the Open Molecules 2025 dataset).

The geometry in XYZ format:
```
20
C5H13NO, DFT ωB97M-V with the def2-TZVPD basis set
C 1.5730 -0.7237 -0.2563
C 1.3939 0.6577 0.3344
C 0.3331 0.6658 1.4629
C -0.3083 2.4796 3.1507
C 0.0398 2.0490 1.9425
N 0.3119 -1.3746 -0.6328
H 2.2460 -1.2687 0.4252
H 2.3002 -0.5849 -1.0854
H 2.3556 0.9892 0.7532
H 1.2505 1.4182 -0.4494
H 0.6811 -0.0571 2.2247
H -0.5096 0.0794 1.0815
H -0.4616 3.5270 3.3313
H -0.4380 1.6225 3.8073
H 0.0731 2.7592 1.1066
H -0.1188 -0.5756 -1.1097
H 0.4387 -1.9821 -1.4390
H -2.2789 -3.4637 -4.2764
H -3.6945 -2.6678 -4.4888
O -2.7344 -2.6174 -4.4658
```

Properties
energy relative to the best compared isomer or geometry (same formula, charge and spin) = 204.6 kJ/mol
structure (SMILES) = C=CCCCN.O
orbital gap = 10.1 eV
HOMO energy = -9.3 eV
calculated total energy = -8931.890 eV
2S+1 = 1